42
Properties=species:S:1:pos:R:3:forces:R:3 method="wB97M-V/def2-TZVPD" charge=-2 multiplicity=5 e_lumo_ev="5.15 / 3.74" energy_ev=-75511.4136 homo_ev="2.232 / 0.236" gap_ev="2.91 / 3.50"
C 1.515492 5.378891 2.159084 -0.2 -0.1 0.1
C 0.337971 5.705826 1.209801 0.0 -0.1 0.1
C -0.560641 4.455363 1.169493 -0.1 -0.9 0.6
N 0.015884 3.459839 2.109058 0.8 2.7 0.0
C -0.569027 2.261854 2.428223 1.1 1.4 -1.0
S -2.104878 1.914148 1.873866 -0.8 -0.8 0.3
S 0.260071 1.147694 3.355180 -0.3 -0.9 0.6
C 1.353785 3.903972 2.574095 -0.9 -0.6 0.0
H 2.483567 5.547135 1.670076 -0.2 -0.1 0.0
H 1.499574 6.033878 3.039495 -0.1 -0.2 -0.1
H -0.220806 6.582426 1.561155 0.1 -0.2 0.0
H 0.701766 5.957527 0.205890 -0.1 -0.1 0.1
H -1.588715 4.675411 1.472384 0.1 0.0 -0.1
H -0.602197 4.008206 0.171803 0.0 0.1 -0.3
H 2.112868 3.255823 2.126558 0.3 0.0 -0.1
H 1.414136 3.773211 3.659294 0.1 0.0 -0.2
C 1.287373 0.146808 -0.713467 -0.1 0.1 0.3
C 1.572144 -1.172464 -1.314226 0.4 -0.1 0.2
C 0.668105 -1.868843 -2.061185 -1.0 -0.7 -2.1
C 0.849288 -3.245690 -2.674025 0.2 1.5 0.4
C -0.333226 -3.592976 -3.325414 -1.4 1.1 -0.6
C -1.320228 -2.474764 -3.178624 0.8 -1.6 -0.7
C -0.736280 -1.445620 -2.444296 1.6 0.3 0.5
Fe -0.733380 -3.200993 -1.303196 0.3 0.2 -0.5
C -0.953574 -2.936012 0.772162 -0.7 -0.8 -0.3
C 0.057702 -3.939334 0.498656 -1.1 -0.6 -0.3
C -0.564019 -5.008231 -0.263046 -0.4 0.1 1.2
C -1.962425 -4.664292 -0.458714 0.5 0.4 0.5
C -2.201181 -3.383383 0.182457 0.5 -0.6 0.8
H 1.937590 0.355745 0.138606 0.0 0.1 0.0
H 1.422202 0.948174 -1.442385 0.0 0.4 -0.1
H 0.260106 0.195258 -0.348167 -0.1 0.1 0.0
H 2.548243 -1.605261 -1.175539 0.3 -0.2 0.1
H 1.761048 -3.844467 -2.625194 -0.3 0.3 0.1
H -0.497999 -4.500853 -3.911459 -0.1 0.3 0.4
H -2.313712 -2.440278 -3.630122 0.3 -0.2 0.2
H -1.172915 -0.466688 -2.244560 0.2 -0.4 0.1
H -0.809629 -2.019777 1.349074 0.0 -0.3 -0.3
H 1.100034 -3.897915 0.824046 -0.4 0.0 -0.3
H -0.059694 -5.899207 -0.648199 -0.2 0.4 0.1
H -2.698261 -5.245455 -1.021381 0.3 0.2 0.3
H -3.156161 -2.854687 0.232742 0.4 -0.2 -0.1